Entry 1:
Formula: C5H12NO2
Source: the Open Molecules 2025 dataset
Level of theory: ωB97M-V/def2-TZVPD

Geometry as XYZ:
```
20
C5H12NO2 (ωB97M-V/def2-TZVPD)
C 0.9916 -1.4681 0.8712
C 1.7852 -1.2583 -0.1856
O 3.1104 -1.0634 0.0206
C 1.2981 -1.1544 -1.6099
H -0.0493 -1.7377 0.7927
H 1.4518 -1.4932 1.8502
H 3.4719 -0.6064 -0.7452
H 0.2111 -1.2117 -1.6322
H 1.6156 -0.2026 -2.0465
H 1.7169 -1.9748 -2.1911
O -2.4296 2.8763 0.7939
C -2.7575 1.7335 0.8962
C -1.7874 0.6079 0.5732
N -0.5109 1.2666 0.1244
H -3.7403 1.4107 1.2638
H -1.5527 0.0063 1.4475
H -2.1713 -0.0173 -0.2307
H -0.4606 1.3186 -0.8937
H -0.5186 2.2316 0.4677
H 0.3254 0.7363 0.4335
```

Total charge: +1
ΔE to the lowest compared entry with this formula, charge and spin: 153.1 kJ/mol
E_LUMO: -3.5 eV
HOMO: -0.477 Ha

Entry 2:
Formula: C23H49FN3O9P2S
Source: the Open Molecules 2025 dataset
Level of theory: ωB97M-V/def2-TZVPD

Geometry as XYZ:
```
88
C23H49FN3O9P2S (ωB97M-V/def2-TZVPD)
C 1.2354 4.5154 -0.7312
C -0.0505 4.2239 -0.5410
N -0.8815 3.5344 -1.5314
C -1.5382 2.3497 -0.8664
C -0.5307 1.3577 -0.2511
C -0.7005 -0.0003 -0.9149
F -0.2424 0.1428 -2.2295
C -1.9765 4.4371 -2.0479
C -1.4926 5.5343 -2.9923
C -0.3857 5.0988 -3.9773
C -0.5115 5.7353 -5.3813
S -0.6143 4.5506 -6.7526
C 0.5494 3.3382 -6.3055
N 0.5650 2.0904 -6.5924
N 1.6990 1.5699 -5.9863
C 2.2697 2.5299 -5.3752
O 1.6072 3.7047 -5.5305
H 1.5853 4.9268 -1.6747
H 1.9653 4.3971 0.0608
H -0.5524 4.5071 0.3790
H -0.2988 3.1403 -2.2719
H -2.2766 2.6775 -0.1388
H -2.0691 1.8181 -1.6573
H 0.5041 1.6432 -0.4370
H -0.7551 1.2771 0.8122
H -0.0642 -0.7335 -0.4200
H -1.7421 -0.3211 -0.9227
H -2.3958 4.9131 -1.1597
H -2.7694 3.8297 -2.4803
H -2.3615 5.8198 -3.5901
H -1.2036 6.4422 -2.4628
H -0.3887 4.0123 -4.0808
H 0.5771 5.4021 -3.5672
H 0.3662 6.3550 -5.5610
H -1.3794 6.3901 -5.4283
H 3.1625 2.4937 -4.7759
O 0.9151 -5.2781 -0.5295
P 2.1752 -5.0042 -1.2372
O 1.8206 -4.3029 -2.6515
C 1.2146 -3.0098 -2.6507
C 2.1826 -1.9044 -2.2714
O 2.6641 -6.4573 -1.7543
C 2.0686 -7.6725 -1.2897
C 1.0130 -8.1641 -2.2575
O 3.6244 -4.4353 -0.9629
C 4.8355 -4.9041 -1.5904
C 4.8687 -4.7604 -3.0930
H 0.3506 -3.0149 -1.9782
H 0.8443 -2.8469 -3.6619
H 2.5006 -1.9981 -1.2294
H 1.7152 -0.9306 -2.3961
H 3.0857 -1.9414 -2.8803
H 1.6575 -7.5439 -0.2899
H 2.8751 -8.4038 -1.2151
H 0.3160 -7.3683 -2.5191
H 0.4549 -8.9975 -1.8299
H 1.4781 -8.5014 -3.1851
H 5.0390 -5.9275 -1.2832
H 5.6253 -4.2901 -1.1570
H 4.1597 -5.4268 -3.5799
H 5.8675 -5.0102 -3.4529
H 4.6304 -3.7415 -3.3975
O -2.6702 0.1402 3.5805
P -2.2815 -0.1008 4.9822
O -3.3872 0.5458 5.9496
C -4.7191 0.0011 5.9711
C -4.7912 -1.3341 6.6857
O -1.0533 0.9540 5.2119
C -0.4694 1.6332 4.1152
C -1.0693 3.0182 3.9546
O -1.6805 -1.2434 5.8780
C -0.7312 -1.0669 6.9526
C -1.2157 -0.1984 8.0879
H -5.0942 -0.0846 4.9484
H -5.3349 0.7348 6.4881
H -4.2506 -2.1087 6.1388
H -5.8280 -1.6541 6.7877
H -4.3443 -1.2683 7.6774
H -0.5782 1.0490 3.2013
H 0.6004 1.7189 4.3192
H -2.1585 2.9800 3.9717
H -0.7420 3.4780 3.0172
H -0.7590 3.6628 4.7775
H 0.2172 -0.7132 6.5542
H -0.5504 -2.0740 7.3269
H -1.3225 0.8422 7.7875
H -0.4919 -0.2411 8.9023
H -2.1819 -0.5381 8.4590
```

Total charge: +1
E_LUMO: -3.6 eV
HOMO: -0.429 Ha

Entry 3:
Formula: F30InNO3P5
Source: the Open Molecules 2025 dataset
Level of theory: ωB97M-V/def2-TZVPD

Geometry as XYZ:
```
40
F30InNO3P5 (ωB97M-V/def2-TZVPD)
In -0.1607 0.1622 0.2021
N -2.5698 -1.0626 2.4859
O -3.3184 -1.5844 3.2657
O -1.4167 -1.5309 2.2784
O -2.7249 0.0468 1.9725
P 2.3078 0.9601 -2.7525
F 1.2846 0.1685 -3.7900
F 3.5796 0.0102 -3.2892
F 2.6307 1.9825 -3.9451
F 3.2128 1.7142 -1.5987
F 1.0379 1.7756 -2.2053
F 1.9460 -0.1619 -1.6226
P -2.8058 1.6112 -1.8376
F -4.3010 2.0692 -1.5359
F -2.3629 2.1316 -0.3769
F -2.9400 0.3167 -0.8752
F -1.2854 1.1871 -2.1173
F -3.1150 0.5970 -3.0927
F -2.6353 2.9945 -2.6537
P 2.4151 -1.9545 2.2848
F 3.1113 -1.8303 3.7777
F 3.2949 -0.7219 1.7311
F 3.5358 -3.0746 1.7400
F 1.7326 -2.0521 0.8399
F 1.3913 -3.1759 2.6786
F 1.2945 -0.9257 2.6727
P -1.2112 -3.0744 -1.4575
F -0.7329 -4.2231 -0.3538
F -0.6624 -3.7705 -2.8671
F -2.6528 -3.7740 -1.7346
F -1.7132 -1.7271 -2.1690
F -1.7092 -2.2763 -0.2335
F 0.2283 -2.4914 -1.2905
P 0.7987 3.0977 2.2579
F 0.0582 3.9621 3.4015
F -0.2780 1.9491 2.6386
F -0.3919 3.4790 1.3037
F 1.5882 2.1725 1.1551
F 1.6561 4.3510 1.7510
F 1.8832 2.6727 3.3611
```

Total charge: -2
Multiplicity: 2
E_LUMO (alpha / beta): -3.2 / -3.1 eV
HOMO (alpha / beta): -0.286 / -0.286 Ha

Entry 4:
Formula: C28H52NO8PtS4SbSi
Source: the Open Molecules 2025 dataset
Level of theory: ωB97M-V/def2-TZVPD

Geometry as XYZ:
```
96
C28H52NO8PtS4SbSi (ωB97M-V/def2-TZVPD)
Pt 1.9143 -0.7071 -0.6656
S 3.4190 1.0853 -1.1173
S 4.7629 0.2656 -2.4071
S 3.5128 -0.2507 -4.0346
S 2.3820 -1.7181 -3.3474
C 1.7965 4.6822 3.3163
C 2.6717 3.7041 2.5579
C 3.6488 3.0031 3.4868
Sb 1.6677 2.1289 1.2566
C 0.6882 0.9664 2.8967
C 0.5846 -0.4663 2.4068
C -0.6611 1.4970 3.3268
C 0.2393 3.4937 0.2155
C 1.0494 4.6078 -0.4267
C -0.9597 3.9922 0.9937
H 2.4152 5.4120 3.8471
H 1.1824 4.1676 4.0513
H 1.1497 5.2287 2.6361
H 3.2550 4.2650 1.8215
H 3.1202 2.4314 4.2488
H 4.2920 3.7248 4.0001
H 4.2804 2.3152 2.9234
H 1.3992 1.0156 3.7293
H -0.0984 -0.5305 1.5594
H 0.2175 -1.1232 3.1986
H 1.5635 -0.8343 2.0870
H -1.3269 1.4524 2.4700
H -0.5978 2.5245 3.6870
H -1.0780 0.8811 4.1307
H -0.1204 2.8241 -0.5596
H 1.4404 5.2996 0.3175
H 0.4352 5.1752 -1.1286
H 1.8942 4.1942 -0.9750
H -0.6805 4.4426 1.9427
H -1.6326 3.1622 1.1704
H -1.5002 4.7397 0.4087
O 1.3196 -2.8487 0.0239
C 2.5589 -3.0385 0.1254
O 3.3625 -2.1078 -0.2108
C 3.0811 -4.3119 0.6369
C 4.2177 -4.3668 1.4566
C 4.6422 -5.5551 1.9934
C 3.9694 -6.7559 1.6899
C 2.8554 -6.7071 0.8282
C 2.4140 -5.5080 0.3352
N 4.4047 -7.9616 2.2128
O 3.8000 -9.0207 1.9028
O 5.3967 -7.9702 2.9873
H 4.7440 -3.4486 1.6720
H 5.4991 -5.6059 2.6494
H 2.3666 -7.6348 0.5724
H 1.5595 -5.4614 -0.3228
C -2.1391 -3.5991 -1.1823
C -2.0149 -2.2663 -1.9315
C -0.7241 -2.2467 -2.7384
C -3.2102 -2.0473 -2.8730
O -2.0210 -1.2570 -0.9479
Si -1.4072 0.2648 -0.9726
O 0.1159 0.5162 -0.6549
O -1.9310 0.8399 -2.4386
C -1.3760 1.7038 -3.3994
C 0.1433 1.5840 -3.4888
C -1.9982 1.3247 -4.7583
C -1.7813 3.1420 -3.0507
O -2.2713 1.0169 0.2312
C -3.5698 0.7070 0.6807
C -4.5304 0.4937 -0.4912
C -3.5347 -0.5490 1.5586
C -4.0801 1.8994 1.5092
H -2.1787 -4.4320 -1.8832
H -3.0447 -3.6026 -0.5750
H -1.2756 -3.7148 -0.5302
H -0.6731 -3.0829 -3.4340
H 0.1201 -2.3019 -2.0509
H -0.6520 -1.3158 -3.2915
H -3.1557 -2.7192 -3.7263
H -3.1805 -1.0181 -3.2159
H -4.1466 -2.2168 -2.3450
H 0.4281 0.6020 -3.8605
H 0.5851 1.6975 -2.5036
H 0.5420 2.3445 -4.1553
H -1.7544 0.2960 -5.0153
H -1.6304 1.9822 -5.5452
H -3.0807 1.4199 -4.7050
H -1.3877 3.3939 -2.0725
H -2.8663 3.2030 -3.0184
H -1.4051 3.8421 -3.7924
H -4.1736 -0.3302 -1.0944
H -4.5514 1.3872 -1.1108
H -5.5324 0.2690 -0.1237
H -3.1393 -1.3710 0.9709
H -4.5360 -0.7937 1.9097
H -2.8807 -0.3915 2.4118
H -4.0330 2.8056 0.9102
H -3.4728 2.0355 2.3985
H -5.1122 1.7363 1.8186
```

Total charge: -2
ΔE to the lowest compared entry with this formula, charge and spin: 158.4 kJ/mol
Multiplicity: 3
E_LUMO (alpha / beta): 3.9 / 2.8 eV
HOMO (alpha / beta): -0.012 / -0.104 Ha

Entry 5:
Formula: C57H49AsBrN3O3P2Sn
Source: the Open Molecules 2025 dataset
Level of theory: ωB97M-V/def2-TZVPD

Geometry as XYZ:
```
117
C57H49AsBrN3O3P2Sn (ωB97M-V/def2-TZVPD)
Sn 0.1116 -0.5205 -0.0268
C 0.8974 -3.8726 -1.0033
O 1.2577 -2.5185 -1.3524
C 2.1603 -2.3818 -2.3869
C 2.7223 -3.4624 -3.0489
C 3.5885 -3.2562 -4.1165
Br 4.3157 -4.7496 -5.0161
C 3.9190 -1.9820 -4.5171
C 3.3933 -0.8827 -3.8271
C 2.4910 -1.0861 -2.7734
O 1.8435 -0.0545 -2.1058
C 3.8412 0.4222 -4.2799
N 4.1555 0.6591 -5.5527
C 4.5837 1.9238 -5.6124
C 5.0656 2.6592 -6.7297
C 5.5601 3.9103 -6.4893
C 5.5615 4.4530 -5.1857
C 5.0587 3.7568 -4.0674
C 4.5583 2.5081 -4.3001
N 4.0335 1.5189 -3.4760
H 0.4732 -4.3896 -1.8634
H 0.1475 -3.8007 -0.2188
H 1.7644 -4.4159 -0.6290
H 2.4889 -4.4786 -2.7672
H 4.5872 -1.8148 -5.3498
H 1.9367 0.7597 -2.6199
H 5.0220 2.2336 -7.7235
H 5.9512 4.5005 -7.3064
H 5.9688 5.4444 -5.0325
H 5.1058 4.1892 -3.0766
H 4.1240 1.4983 -2.4692
C -0.7838 3.9199 2.4288
N -0.9836 2.9489 1.3479
P 0.1254 2.7640 -0.0152
C 0.4125 4.4784 -0.5385
C 1.3352 5.3455 0.0557
C 1.4045 6.6649 -0.3616
C 0.5614 7.1318 -1.3638
C -0.3431 6.2713 -1.9689
C -0.4106 4.9468 -1.5673
C 1.6870 2.2394 0.8036
C 1.6895 1.4396 1.9494
C 2.8896 0.9733 2.4809
C 4.0915 1.2868 1.8676
C 4.0951 2.0487 0.7044
C 2.9017 2.5066 0.1652
P -1.9952 1.6216 1.5168
C -2.9765 1.8028 3.0094
C -4.2165 2.4446 2.9154
C -4.9418 2.6696 4.0728
C -4.4581 2.2325 5.3007
C -3.2386 1.5700 5.3819
C -2.4944 1.3464 4.2363
C -3.0611 1.5886 0.0562
C -3.6730 0.3753 -0.2703
C -4.5672 0.3125 -1.3262
C -4.8445 1.4582 -2.0625
C -4.2412 2.6669 -1.7326
C -3.3406 2.7403 -0.6834
H -0.1449 4.7229 2.0774
H -0.3142 3.4683 3.3055
H -1.7427 4.3400 2.7307
H 1.9906 5.0058 0.8468
H 2.1145 7.3347 0.1059
H 0.6088 8.1685 -1.6696
H -0.9965 6.6308 -2.7527
H -1.1009 4.2667 -2.0540
H 0.7622 1.2341 2.4762
H 2.8838 0.3854 3.3896
H 5.0252 0.9533 2.3004
H 5.0372 2.3037 0.2335
H 2.9032 3.1191 -0.7307
H -4.5949 2.7810 1.9586
H -5.8886 3.1899 4.0121
H -5.0399 2.4021 6.1971
H -2.8675 1.2312 6.3399
H -1.5471 0.8225 4.2966
H -3.4615 -0.5048 0.3239
H -5.0529 -0.6227 -1.5729
H -5.5405 1.4124 -2.8896
H -4.4911 3.5628 -2.2861
H -2.8979 3.6891 -0.4101
O -0.9954 -1.3710 1.5357
As -1.7868 -2.6885 2.3279
C -3.0280 -3.4117 1.0502
C -2.9724 -3.0534 -0.2907
C -3.8440 -3.6339 -1.1983
C -4.7659 -4.5777 -0.7617
C -4.8235 -4.9338 0.5790
C -3.9586 -4.3505 1.4920
C -0.4068 -3.9377 2.7871
C -0.7806 -5.1168 3.4281
C 0.1939 -6.0435 3.7630
C 1.5269 -5.7854 3.4719
C 1.8938 -4.6082 2.8317
C 0.9242 -3.6805 2.4838
C -2.7156 -2.0366 3.8700
C -4.0111 -1.5479 3.7166
C -4.7039 -1.1073 4.8324
C -4.1100 -1.1770 6.0874
C -2.8183 -1.6685 6.2322
C -2.1115 -2.1030 5.1225
H -2.2576 -2.3083 -0.6292
H -3.8068 -3.3524 -2.2423
H -5.4441 -5.0326 -1.4711
H -5.5446 -5.6675 0.9132
H -4.0139 -4.6213 2.5402
H -1.8206 -5.3090 3.6658
H -0.0846 -6.9664 4.2533
H 2.2871 -6.5025 3.7512
H 2.9354 -4.4131 2.6139
H 1.2034 -2.7552 1.9913
H -4.4860 -1.5437 2.7419
H -5.7146 -0.7354 4.7293
H -4.6708 -0.8706 6.9608
H -2.3717 -1.7356 7.2154
H -1.1124 -2.5094 5.2317
```

Total charge: +4
ΔE to the lowest compared entry with this formula, charge and spin: 198.3 kJ/mol
E_LUMO (alpha / beta): -12.2 / -11.7 eV
HOMO (alpha / beta): -0.630 / -0.632 Ha

| no. | energy (eV) |
| --- | --- |
| 1 | -10957.0320 |
| 2 | -79668.5011 |
| 3 | -140794.6654 |
| 4 | -108758.1826 |
| 5 | -225770.7039 |